(1)
75
Properties=species:S:1:pos:R:3:forces:R:3:lowdin_spin:R:1 method="wB97M-V/def2-TZVPD" lumo_ev="-3.70 / -5.26" charge=+1 homo_ev="-10.623 / -10.619" spin_multiplicity=2 s2=0.7551
Cu -0.088 -1.285 -1.910 0.19 -0.23 0.18 0.513
S 1.073 -2.964 0.817 0.05 -0.10 -0.32 0.001
P -2.062 -0.350 -1.201 -0.12 0.91 0.32 0.163
P 0.989 0.641 -2.242 -0.04 1.04 0.43 0.082
F 0.164 -5.360 -3.613 -0.08 0.00 -0.02 0.000
F -1.402 -4.622 -4.913 0.01 -0.01 0.05 0.000
F -1.911 -5.676 -3.087 -0.02 0.04 0.02 0.001
O 0.017 -3.085 -2.371 -0.11 -0.27 0.05 0.061
O -2.150 -2.837 -2.869 0.14 -0.15 0.01 0.022
N 0.696 -2.192 3.337 -0.17 0.09 0.27 0.000
N -2.467 2.315 -0.895 -0.17 -0.08 0.11 0.006
N 2.897 -2.633 2.679 -0.12 0.14 0.33 0.000
N 0.054 3.117 -1.724 0.16 -0.05 -0.03 0.000
C 2.513 -1.984 4.880 -0.04 0.03 0.03 0.000
C -0.862 4.038 -1.359 -0.26 -0.15 0.07 0.000
C -0.257 1.845 -1.633 -0.06 0.18 -0.02 -0.003
C -2.154 3.627 -0.934 0.34 0.01 -0.12 0.001
C 3.395 -2.336 3.900 0.00 0.01 0.07 0.000
C -3.966 0.086 0.854 -0.02 -0.07 -0.17 0.011
C 1.141 -1.922 4.551 0.21 -0.06 -0.23 0.000
C -1.092 -3.452 -2.887 -0.28 -0.32 -0.27 0.004
C 2.179 0.592 0.210 -0.16 0.07 -0.11 0.000
C -1.551 1.432 -1.206 -0.04 -0.03 -0.01 0.011
C 1.553 -2.564 2.372 0.06 -0.06 -0.33 0.000
C -2.722 -0.731 0.510 0.34 -0.21 -0.15 0.030
C -3.112 4.601 -0.576 -0.08 0.14 0.04 0.000
C 3.145 2.277 -1.398 -0.05 -0.06 -0.14 0.006
C -1.052 -4.812 -3.633 0.08 0.02 0.00 0.002
C 1.299 1.307 -3.908 -0.05 -0.48 0.00 0.020
C -1.497 6.332 -1.078 0.22 -0.03 -0.07 0.000
C 4.875 -2.374 4.071 0.05 -0.02 -0.04 0.000
C -3.474 -0.303 -2.336 0.28 -0.29 -0.09 0.022
C 0.132 -1.509 5.570 -0.01 0.01 0.04 0.000
C -3.044 -2.230 0.496 0.09 -0.07 -0.11 0.002
C -1.591 -0.435 1.495 0.07 0.15 -0.16 0.001
C 2.554 0.878 -1.247 -0.20 -0.28 0.00 0.017
C -2.781 5.923 -0.650 -0.17 -0.12 0.06 0.000
C 3.530 -0.187 -1.761 -0.11 -0.05 -0.04 0.005
C -0.549 5.414 -1.425 -0.02 0.15 0.02 0.000
H 1.484 1.342 0.595 0.04 0.01 0.03 0.000
H 5.320 -1.509 3.574 0.02 -0.02 0.00 0.000
H 2.414 3.046 -1.169 -0.01 0.10 0.05 0.000
H -3.780 1.151 0.778 -0.02 0.13 0.03 0.000
H 1.715 -0.393 0.308 0.05 -0.01 0.09 0.000
H -3.983 -1.263 -2.288 -0.05 0.04 -0.03 0.000
H 0.438 1.088 -4.539 0.03 0.05 -0.04 0.000
H -4.810 -0.171 0.212 -0.01 0.01 0.01 0.000
H -3.922 -2.447 -0.114 0.02 -0.01 -0.01 0.000
H -4.247 -0.144 1.884 0.01 -0.06 -0.01 0.003
H -1.880 -0.758 2.495 -0.03 -0.01 0.01 0.000
H 0.529 -1.592 6.579 -0.03 0.01 0.01 0.000
H -0.148 -0.469 5.392 0.00 0.00 0.01 0.000
H -1.270 7.388 -1.129 0.00 0.00 0.01 0.000
H -4.088 4.272 -0.245 0.00 -0.01 -0.03 0.000
H 2.859 -1.750 5.875 0.03 -0.01 -0.01 0.000
H 5.141 -2.334 5.124 -0.01 -0.02 0.00 0.000
H 4.416 -0.214 -1.124 0.00 0.04 0.02 0.000
H 3.077 0.610 0.831 0.02 0.02 -0.01 0.000
H -4.127 0.521 -2.056 0.01 0.03 0.06 0.005
H 3.861 0.029 -2.778 0.01 -0.02 0.00 0.000
H -2.204 -2.814 0.113 -0.01 -0.05 0.09 0.001
H 3.077 -1.182 -1.746 0.08 -0.03 0.05 0.004
H 1.440 2.384 -3.837 0.03 0.02 0.06 0.004
H -1.364 0.635 1.529 -0.04 -0.01 0.03 0.000
H -0.687 -0.983 1.228 0.03 -0.04 0.09 0.000
H 3.515 -2.938 1.940 -0.05 -0.01 -0.11 0.000
H 0.442 5.703 -1.749 -0.01 0.00 -0.02 0.000
H 5.305 -3.273 3.630 -0.01 -0.01 0.01 0.000
H -0.767 -2.113 5.469 0.01 -0.01 -0.01 0.000
H 2.178 0.828 -4.337 0.00 0.04 -0.05 0.000
H -3.103 -0.169 -3.351 -0.07 0.00 -0.01 0.000
H 3.518 2.444 -2.409 0.01 0.03 0.01 0.000
H -3.509 6.676 -0.378 0.00 -0.01 0.00 0.000
H -3.246 -2.570 1.513 -0.02 0.05 0.03 0.000
H 3.985 2.383 -0.709 0.02 -0.06 -0.02 0.002


(2)
97
Properties=species:S:1:pos:R:3:forces:R:3:mulliken_charge:R:1 method="wB97M-V/def2-TZVPD" lumo_ev=-11.25 charge=+4 homo_ev=-17.789
Ti 0.048 -0.436 -0.035 -0.51 0.76 -0.28 -1.116
O -1.412 0.809 -0.335 0.22 0.13 0.26 -0.698
O -1.836 -0.529 -2.046 -0.38 0.44 -0.09 -0.365
O 1.416 0.726 0.348 1.07 0.52 0.01 1.538
O 0.597 -1.185 1.738 -0.08 -0.26 0.90 -0.219
O 0.232 -1.033 3.859 0.24 -0.01 -0.35 -0.813
N -0.831 -2.219 -0.008 0.13 -0.34 -0.35 1.646
N -3.627 2.348 -0.754 0.09 0.05 0.01 0.075
N 1.284 1.139 -2.475 -0.06 -0.13 -0.41 0.989
N 0.164 -0.535 2.759 -0.16 0.19 1.06 0.423
N -0.918 3.129 1.686 -0.39 -0.15 -0.38 -0.293
N 3.648 4.201 2.216 0.05 0.04 0.01 -0.339
N -0.965 2.734 3.039 0.05 -0.03 0.16 -0.196
N -0.893 1.190 4.727 0.02 0.10 0.08 -0.338
N 0.602 -0.436 -4.058 -0.12 -0.14 0.22 0.383
N -2.366 -2.364 1.749 0.19 0.19 -0.26 0.516
N 2.516 2.410 1.335 -0.26 0.10 -0.08 -0.310
N -0.767 -4.002 1.571 0.17 0.11 -0.09 0.388
N 0.823 -0.993 -1.742 0.12 -0.62 -0.06 2.314
N -0.340 0.631 2.457 -0.07 0.21 -0.42 0.428
N 3.597 0.351 0.987 -0.45 0.11 -0.11 0.259
C 0.578 2.252 -3.112 0.02 0.08 0.06 -1.250
C 2.699 1.402 -2.212 -0.01 -0.03 0.19 -1.304
C 1.183 0.326 -5.168 0.15 0.13 -0.30 -1.047
C -1.316 -2.888 1.092 -0.18 -0.23 0.46 -0.679
C 4.743 0.856 1.537 0.16 0.20 0.13 -0.195
C -0.310 -1.485 -4.526 -0.17 -0.22 -0.05 -0.950
C 3.579 -1.030 0.494 -0.06 -0.20 -0.08 -0.939
C -0.730 1.500 3.448 -0.08 -0.32 0.22 0.339
C -2.086 0.469 -1.401 -0.60 -0.35 -0.64 -0.140
C -5.651 1.362 -1.484 0.12 -0.03 -0.05 -0.811
C -0.297 -3.008 -1.078 0.04 -0.27 -0.54 0.271
C -2.610 -2.599 3.170 -0.07 -0.02 0.23 -1.254
C -0.693 -4.309 -1.377 -0.03 0.06 0.15 -0.839
C 4.816 2.128 1.975 0.02 0.09 -0.04 -1.103
C -3.332 -1.492 1.098 -0.09 -0.11 -0.15 -1.192
C 1.380 -3.159 -2.818 0.08 0.12 0.14 -0.400
C -4.983 1.930 -0.241 -0.45 -0.13 -0.07 -0.312
C 3.650 2.934 1.845 0.02 -0.22 -0.02 0.728
C 1.039 -4.482 -3.039 0.01 -0.04 -0.05 -0.944
C -4.525 0.574 -2.165 -0.13 0.06 0.10 -0.510
C -0.043 -5.031 -2.366 0.03 -0.04 0.01 -0.844
C 0.660 -4.301 1.467 0.13 -0.07 -0.14 -0.926
C 2.504 1.171 0.899 0.52 0.13 0.31 -0.557
C -1.547 -5.079 2.188 -0.09 -0.18 0.08 -1.227
C 0.908 -0.155 -2.804 0.06 0.48 -0.15 -1.411
C -3.242 1.370 -1.838 0.14 -0.38 -0.08 -0.187
C 0.661 -2.401 -1.900 -0.07 -0.55 -0.05 -0.043
H 1.221 -3.415 1.189 -0.05 -0.06 -0.01 0.210
H -1.240 -6.021 1.732 0.02 0.05 -0.05 0.408
H 1.988 0.976 -4.844 -0.02 -0.07 0.06 0.280
H -4.840 1.164 0.520 0.12 0.04 0.00 0.088
H -0.586 0.296 5.072 0.01 -0.12 -0.01 0.191
H -2.896 1.918 -2.714 0.00 0.15 0.09 0.558
H -0.034 2.816 1.292 0.19 0.06 0.07 -0.045
H -1.516 -4.765 -0.843 0.01 -0.02 0.05 0.555
H -6.015 2.163 -2.129 0.00 0.03 0.04 0.314
H 3.037 -1.681 1.177 -0.02 0.04 0.08 0.243
H 1.586 -5.076 -3.759 0.02 0.03 0.00 0.521
H -1.359 -5.153 3.259 -0.01 0.03 -0.01 0.427
H 0.317 2.985 -2.345 0.04 -0.01 0.00 0.131
H -1.333 3.409 3.692 0.01 0.04 0.03 0.224
H -2.967 -1.668 3.614 0.03 0.03 -0.06 0.385
H 4.484 4.633 2.579 0.00 0.03 0.02 0.269
H 4.601 -1.389 0.418 0.02 0.05 -0.02 0.520
H -0.912 -1.059 -5.328 0.02 0.08 0.04 0.442
H -2.610 -4.947 2.007 0.04 0.03 -0.03 0.410
H 5.734 2.532 2.377 0.02 -0.09 0.03 0.452
H 1.595 -0.381 -5.888 -0.04 -0.07 0.06 0.428
H -1.694 -2.893 3.673 0.01 -0.02 -0.04 0.445
H 0.999 -4.639 2.447 0.00 0.05 0.00 0.463
H -3.376 -3.355 3.341 0.01 0.02 -0.03 0.382
H -5.502 2.781 0.194 0.12 0.05 0.04 0.467
H -3.706 3.288 -1.143 0.07 0.03 0.01 0.495
H -0.969 -1.821 -3.736 0.04 0.00 0.03 0.261
H 0.854 -5.096 0.748 -0.08 -0.01 -0.05 0.325
H -0.928 4.142 1.675 0.10 0.08 0.08 0.361
H -6.501 0.733 -1.231 -0.02 0.02 0.01 0.418
H 0.419 0.912 -5.680 -0.01 0.00 0.06 0.417
H 2.197 -2.703 -3.365 -0.04 0.01 -0.06 0.588
H -4.332 -1.764 1.437 0.02 0.00 -0.01 0.524
H -3.148 -0.443 1.353 0.01 0.00 0.02 0.142
H -4.454 -0.436 -1.761 0.03 0.01 0.02 0.258
H 3.203 1.757 -3.115 -0.02 -0.02 -0.01 0.565
H 3.117 -1.073 -0.490 0.03 0.00 0.04 0.110
H 3.195 0.487 -1.889 -0.03 0.07 0.01 0.237
H 2.845 4.789 2.067 -0.03 -0.04 -0.01 0.212
H -2.897 2.361 -0.031 0.01 0.12 0.08 0.051
H 1.183 2.760 -3.865 -0.03 -0.02 -0.01 0.499
H 2.801 2.172 -1.449 0.01 0.02 -0.01 0.346
H -0.368 -6.036 -2.598 0.00 0.00 0.04 0.518
H -0.336 1.895 -3.585 0.00 0.02 0.03 0.435
H -3.279 -1.632 0.021 0.01 0.05 -0.03 0.383
H 0.242 -2.330 -4.934 0.05 0.05 0.00 0.352
H -4.672 0.479 -3.237 0.04 0.02 0.00 0.446
H 5.590 0.187 1.596 -0.05 -0.06 -0.05 0.522
H -1.147 1.888 5.412 0.00 0.03 -0.04 0.219


(3)
74
Properties=species:S:1:pos:R:3:forces:R:3:lowdin_spin:R:1 method="wB97M-V/def2-TZVPD" lumo_ev="-12.48 / -13.06" charge=+4 homo_ev="-20.187 / -20.258" spin_multiplicity=4 s2=3.7536
Ti -1.097 -3.416 0.204 -4.28 -6.75 1.17 2.568
Cl -0.203 -1.618 -0.085 -3.72 -1.91 -4.35 0.134
O -2.251 2.166 2.061 -6.52 -1.42 0.52 0.000
O 3.668 -2.327 2.521 -0.14 -0.97 0.11 0.001
O -2.023 -2.083 -3.915 1.35 -0.01 0.61 0.004
O 0.997 1.123 0.413 -0.50 -1.63 -0.92 0.000
N 1.644 -2.501 0.478 7.09 -3.49 1.92 0.048
N 0.140 -1.874 -2.150 0.84 -0.95 -8.54 0.040
N -1.265 -0.264 1.173 -6.13 8.16 5.53 0.014
N 0.885 3.150 2.323 -0.54 -0.18 -1.49 0.000
C -2.919 2.943 3.056 -0.61 0.10 1.90 0.000
C -0.231 -0.657 -2.980 -1.04 0.04 -1.06 0.005
C -2.749 -2.590 -5.089 0.10 0.12 0.23 0.000
C -2.267 0.565 0.340 -0.54 -0.98 0.18 0.001
C -0.991 -1.097 -4.232 -1.27 -1.68 -1.14 0.001
C 1.361 0.266 -0.722 -0.71 6.81 -0.62 0.000
C 3.893 -1.769 1.283 -1.75 1.87 0.18 0.002
C 4.876 -2.644 3.215 0.69 -0.70 0.67 0.000
C 1.680 -0.512 1.896 -0.38 -0.75 1.17 0.003
C 2.472 -1.285 0.789 2.46 -2.90 4.32 0.011
C 0.985 0.192 -3.169 0.94 -0.20 -2.91 0.002
C -2.974 -0.339 -0.676 -0.33 0.69 0.37 0.008
C -3.181 1.344 1.293 1.09 -0.47 0.28 0.000
C -1.116 4.152 1.282 0.59 -0.24 -0.84 0.000
C 0.191 2.231 0.065 1.81 1.55 0.01 0.000
C -0.314 2.807 1.384 2.14 1.47 -0.44 0.000
H 0.609 4.040 2.713 0.38 0.40 0.76 0.000
H -0.829 -1.000 0.637 -6.44 5.60 7.52 0.015
H 5.458 -3.399 2.686 0.02 0.12 -0.28 0.000
H -3.556 -1.137 -0.215 -0.04 -0.10 0.06 0.005
H 2.262 -0.316 -0.533 -6.24 10.35 -8.31 0.001
H 4.387 -2.354 0.508 0.15 -0.44 0.11 0.000
H -0.856 2.030 1.922 1.72 0.77 -0.10 0.000
H 0.617 -0.362 -1.211 1.04 3.53 0.88 0.000
H -0.633 -2.516 -2.051 -0.89 -0.11 -0.56 0.042
H -2.298 -0.726 -1.439 -0.43 -0.08 0.21 0.002
H -2.248 3.555 3.659 0.67 -0.33 -0.32 0.000
H -0.975 -0.116 -2.395 0.11 -0.07 0.45 0.001
H 1.692 1.039 -1.416 0.42 0.94 2.66 0.000
H -1.629 -0.514 2.082 -0.96 -0.49 0.40 0.005
H -2.067 4.085 0.755 0.24 -0.31 -0.18 0.000
H -3.689 0.660 1.973 -0.27 -0.05 0.04 0.000
H 4.426 -0.831 1.434 0.53 0.18 -0.37 0.001
H 1.452 0.585 -2.266 -1.27 -1.15 -4.61 0.000
H -1.392 4.563 2.253 0.43 -0.06 -0.08 0.000
H -3.927 1.880 0.707 0.09 0.45 0.19 0.000
H -1.571 -0.354 -4.778 0.75 0.97 0.35 0.000
H 1.746 3.269 1.809 0.61 0.22 -0.07 0.000
H 1.465 -1.053 2.818 1.17 -0.99 0.05 0.001
H 1.780 -0.377 -3.653 -0.04 -0.16 -0.56 0.000
H -2.139 -2.671 -5.989 0.34 0.36 0.14 0.000
H 1.870 -3.240 1.128 1.31 -0.67 0.54 0.010
H 1.763 -2.854 -0.461 0.92 -0.56 -0.24 0.013
H 1.011 2.432 3.022 0.15 0.08 0.46 0.000
H 0.916 2.915 -0.374 -0.54 0.59 -0.71 0.000
H 0.412 -1.586 -1.221 3.23 -0.74 -5.03 0.009
H 0.772 1.040 -3.819 -0.14 -0.07 -0.20 0.001
H 4.645 -3.094 4.180 -0.39 0.20 -0.12 0.000
H -3.594 -1.925 -5.269 -0.01 -0.17 -0.06 0.000
H -0.556 0.392 1.470 0.13 0.42 -0.36 0.001
H -0.608 1.935 -0.615 0.95 1.06 -0.25 0.000
H -3.646 3.680 2.717 -0.21 -0.44 -0.66 0.000
H 0.640 -2.402 0.521 3.64 -3.12 3.76 0.047
H -3.683 0.311 -1.190 -0.16 -0.19 -0.18 0.000
H 5.493 -1.765 3.402 -0.11 0.18 -0.21 0.000
H 2.138 0.417 2.235 0.37 -0.37 -0.32 0.000
H -0.540 4.898 0.733 0.25 0.08 0.07 0.000
H -0.301 -1.547 -4.946 0.25 0.00 -0.09 0.000
H -1.657 1.283 -0.208 -1.07 -0.82 0.45 0.000
H -3.349 2.287 3.813 -0.45 -0.11 -0.23 0.000
H 0.871 -2.477 -2.499 0.66 0.09 -1.45 0.005
H 0.646 -0.265 1.659 1.90 -0.56 0.04 0.001
H 2.525 -0.763 -0.167 6.73 -10.29 9.21 0.000
H -3.065 -3.612 -4.883 -0.16 0.27 0.34 0.000


Looking at total energy for the records above, in order, we have -4402.6975, -3104.0085, -2465.3145 Eh.